103
Properties=species:S:1:pos:R:3:forces:R:3:mulliken_charge:R:1 method="wB97M-V/def2-TZVPD" homo_ev=-8.4 total_charge=0 lumo_energy_ev=-1.477 e_above_lowest_kj_mol=0.00 gap_ha=0.2537
Cd 5.07060 32.79936 6.83942 0.6 -1.1 -0.2 0.00
Cd 1.19769 33.47174 10.77401 1.8 1.4 0.3 0.46
O 3.41233 31.61395 7.53624 -2.7 -1.3 0.7 0.10
P 2.24483 31.11498 8.37214 1.3 2.9 -0.4 -0.98
O 1.78056 31.97851 9.53973 1.0 -4.1 -3.3 1.59
F 2.71023 29.66256 8.72376 -1.3 0.4 0.2 0.09
F 0.99439 30.97199 7.37648 1.2 -0.6 1.2 -0.28
O 2.28028 34.68189 9.50213 1.8 1.9 -1.9 -0.40
P 2.98536 35.17098 8.27881 0.6 1.5 -0.5 0.35
O 3.92735 34.32813 7.46966 -1.9 2.3 0.3 -0.08
F 3.79918 36.56444 8.50615 -1.7 -2.1 0.0 -0.32
F 1.81661 35.72263 7.30680 1.4 -0.6 0.9 -0.27
P 1.29181 31.19058 13.23263 3.5 -0.2 2.9 1.48
F -0.09235 30.73670 13.74527 -1.9 -1.4 -0.3 -0.36
F 1.07827 32.47110 14.23251 0.5 0.3 -0.6 -0.40
F 2.10742 30.34704 14.36798 -0.6 0.9 0.0 -0.36
F 2.68095 31.85699 12.72181 -0.6 0.0 -0.2 -0.37
F 1.50569 29.92321 12.29642 -0.7 0.2 -1.1 -0.33
F 0.55143 32.05153 12.00410 -1.5 -1.8 1.2 -0.10
P 5.69026 32.89024 10.49122 -0.8 0.4 0.3 1.01
F 6.12463 33.08610 12.01927 -0.1 0.1 -0.9 -0.33
F 5.69077 31.31055 10.50996 0.0 -1.0 0.8 -0.36
F 4.13663 32.91835 10.88425 -0.3 -0.2 0.3 -0.58
F 5.21220 32.72354 8.90096 0.3 -1.1 0.2 0.19
F 5.54033 34.43204 10.09409 0.8 1.4 1.2 -0.40
F 7.19383 32.85838 9.98055 0.8 0.4 0.1 -0.36
C -1.06620 33.42544 8.14628 -0.1 1.1 0.2 -1.60
C -1.49032 33.43438 9.62404 0.8 0.3 -0.3 0.84
N -0.69224 34.35036 10.52452 -0.7 1.8 0.8 1.48
C -0.50389 35.72234 9.99464 -0.9 2.4 -2.1 -1.11
C 0.09755 36.93876 10.79716 1.0 -1.4 -0.3 -1.41
C -1.45601 34.64936 11.78237 -1.1 -1.2 0.6 -0.64
C -2.20634 33.47672 12.46003 -0.7 -0.2 -1.2 -1.34
H 0.00372 33.33498 7.95914 0.0 -0.4 0.3 0.07
H -1.30636 34.39017 7.69801 -0.3 -0.1 -0.2 0.44
H -1.61251 32.64401 7.61903 0.1 0.0 0.0 0.42
H -2.54010 33.71752 9.70425 -0.1 -0.1 0.0 0.19
H -1.33185 32.41998 9.98955 -0.3 0.1 0.4 -0.64
H -1.45475 36.21062 9.76662 -0.9 -0.9 0.0 0.61
H -0.10778 35.74769 8.97978 0.7 -0.7 0.3 0.41
H 0.83356 36.55747 11.50596 -0.2 0.4 0.5 0.28
H -0.64714 37.62602 11.19623 -0.1 -0.6 0.5 0.32
H 0.68780 37.56878 10.13118 0.0 -0.3 -0.3 0.38
H -0.90376 35.12951 12.58969 0.7 0.2 -0.7 0.42
H -2.17454 35.36172 11.37502 -0.5 0.1 0.8 0.42
H -3.13664 33.34319 11.90615 -0.3 0.2 0.3 0.42
H -1.80157 32.46790 12.37999 0.8 0.3 0.3 0.08
H -2.45049 33.69064 13.49966 0.2 0.1 -0.1 0.40
C -1.40352 28.51261 7.85749 0.7 0.7 0.3 -0.91
C -1.96503 27.91377 9.11280 -0.6 0.1 -0.2 -0.45
N -3.03388 28.71925 9.71011 1.2 0.5 -1.2 0.05
C -3.60687 28.06196 10.86099 -0.6 1.3 0.7 -0.71
C -2.84345 27.99608 12.20637 -0.1 -0.6 -0.5 -0.98
C -2.63584 30.13174 9.91259 -0.6 0.1 -0.1 -0.12
C -3.84933 30.96971 10.32720 -0.2 -0.2 0.9 -1.57
H -2.23190 28.70169 7.17485 0.2 0.1 -0.2 0.30
H -0.66394 27.83300 7.43388 -0.2 0.0 -0.2 0.47
H -0.87353 29.43840 8.08186 0.0 0.1 -0.3 -0.18
H -2.39738 26.99681 8.70959 -0.2 -0.4 0.8 0.36
H -1.19803 27.69839 9.85921 0.3 -0.2 0.0 0.47
H -4.47873 28.68990 11.04859 -0.6 -0.7 0.2 0.35
H -3.86422 27.05689 10.52740 -0.4 0.1 0.2 0.46
H -2.39224 28.93729 12.51997 0.4 -0.1 -0.3 0.12
H -3.52368 27.73972 13.01918 -0.3 -0.1 -0.2 0.41
H -2.15376 27.15440 12.13921 0.6 0.4 0.3 0.32
H -2.35296 30.67751 9.01212 0.4 -1.0 -0.6 0.18
H -1.76482 30.17167 10.57021 0.0 0.4 0.5 0.50
H -3.88850 31.15550 11.40097 -0.3 -0.3 0.1 0.18
H -4.71841 30.40326 9.99286 -0.2 0.2 0.2 0.57
H -3.93763 31.96067 9.88194 0.4 -0.1 -0.3 0.25
C 4.32339 30.58442 4.70234 0.3 -0.3 -0.1 -0.90
C 5.78416 30.85938 4.96796 0.9 -0.2 0.3 -0.66
N 6.24187 30.94711 6.41742 -0.4 -0.6 -0.7 0.91
C 5.85897 29.64772 7.11771 0.2 0.3 -0.4 -0.35
C 6.50126 28.37087 6.50283 0.2 -0.2 0.1 -1.46
C 7.71117 31.08787 6.39819 1.2 0.0 -0.9 -0.86
C 8.49565 31.23512 7.70786 -1.0 1.3 -0.3 -1.14
H 4.07561 29.53739 4.87520 -0.2 0.1 0.3 0.22
H 4.17080 30.76080 3.63746 -0.1 0.1 0.0 0.45
H 3.68525 31.25128 5.28161 -0.3 -0.3 -0.1 0.08
H 6.42216 30.09709 4.51895 -0.1 0.0 -0.4 0.54
H 6.02089 31.81022 4.48771 0.4 0.1 0.0 0.50
H 6.12164 29.79231 8.16519 0.0 -0.2 0.0 0.39
H 4.77273 29.61453 7.04599 0.1 -0.2 0.2 0.02
H 6.47288 27.50516 7.16520 -0.6 0.2 0.4 0.36
H 6.05244 28.01466 5.57529 -0.3 0.3 0.0 0.35
H 7.57110 28.40229 6.29530 0.0 0.6 0.1 0.30
H 7.92944 31.90006 5.70266 0.0 0.5 0.3 0.54
H 8.13470 30.26522 5.81972 -0.2 -0.4 0.1 0.33
H 8.23292 30.48336 8.45068 0.3 0.0 -0.1 0.24
H 8.27345 32.22636 8.10439 -0.3 -0.2 0.4 0.20
H 9.56453 31.34344 7.52521 0.0 -0.8 -0.2 0.44
C 3.90078 26.30645 9.24317 -0.3 0.0 3.2 0.15
C 3.19008 25.14188 9.92427 -2.3 0.2 -1.0 -0.44
O 3.72310 23.92677 9.37221 1.4 -0.6 -0.3 -0.38
S 4.34387 24.12992 7.86404 -1.1 0.6 1.4 1.06
O 3.33055 23.79446 6.87368 2.1 0.4 1.5 -0.51
O 5.70219 23.60400 7.80617 -2.7 1.2 0.0 -0.52
O 4.29264 25.76561 8.06380 1.7 -0.7 -3.7 -0.27
H 4.69672 26.69588 9.88092 0.8 -0.5 -0.3 0.22
H 3.27348 27.19558 9.17319 -0.5 -0.4 -0.8 0.00
H 2.15849 25.12625 9.56736 -0.2 0.3 -0.1 0.30
H 3.03579 25.18736 11.00156 1.1 -0.5 0.1 0.38


80
Properties=species:S:1:pos:R:3:forces:R:3:mulliken_charge:R:1 method="wB97M-V/def2-TZVPD" homo_ev=-8.6 total_charge=0 lumo_energy_ev=0.576 smiles="CCCOC(N)=O.COCCOC.COCCOC.COCCOC.COCCOC" gap_ha=0.3383
C 2.49404 -1.84479 -5.18292 -0.6 1.0 0.2 -1.32
C 2.24436 -0.38335 -4.71539 0.1 -1.0 -0.9 0.18
C 1.69406 0.51474 -5.81112 0.4 0.4 0.3 -0.75
O 0.27267 0.68442 -5.83336 0.3 0.7 0.3 -0.38
C -0.44472 -0.45877 -5.76662 0.0 1.6 3.0 0.35
N -1.14961 -0.63124 -4.54744 3.9 0.1 -2.3 -0.46
O -0.53742 -1.20515 -6.63874 0.0 -3.0 -3.5 -0.49
H 3.54221 -2.07165 -5.24844 0.4 -0.2 0.0 0.35
H 2.00042 -2.51844 -4.50778 0.0 -0.6 0.3 0.27
H 2.03984 -1.95851 -6.14943 -0.1 -0.4 -0.5 0.47
H 1.59017 -0.39241 -3.86513 -0.2 0.3 0.5 -0.09
H 3.19042 0.01760 -4.40757 0.4 0.4 0.4 0.44
H 2.08555 1.50258 -5.64733 -0.1 0.6 0.0 0.37
H 2.07454 0.21339 -6.77570 -0.1 -0.3 -0.5 0.37
H -1.20460 0.27739 -4.10024 0.5 0.2 0.3 0.40
H -0.61625 -1.25489 -3.95548 -0.2 -0.3 0.1 0.26
C 2.40192 -1.86370 -0.96203 0.0 0.0 -0.1 -0.82
O 2.64231 -0.53187 -1.38841 0.1 -0.1 0.2 -0.24
C 2.26603 0.44094 -0.42647 0.0 0.0 -0.3 -0.10
C 3.43027 0.94593 0.39873 0.0 0.0 0.3 -0.86
O 4.00978 -0.06274 1.21307 0.0 -0.1 -0.2 -0.21
C 5.19574 -0.62296 0.67236 0.0 0.1 0.1 -0.78
H 2.99291 -2.52723 -1.59253 0.0 0.0 0.0 0.27
H 2.69187 -2.02071 0.07879 0.0 0.0 0.0 0.34
H 1.34152 -2.11486 -1.08286 0.0 0.0 0.1 0.26
H 1.48071 0.04423 0.22537 0.0 0.0 0.1 0.15
H 1.84631 1.28703 -0.97950 0.0 0.0 0.1 0.37
H 3.04916 1.71679 1.07584 0.0 0.0 0.0 0.36
H 4.19053 1.40874 -0.23777 0.0 0.0 -0.1 0.40
H 6.04674 0.03963 0.86174 0.0 0.0 -0.1 0.29
H 5.10967 -0.80398 -0.40063 0.0 0.0 0.0 0.29
H 5.37271 -1.57315 1.17477 0.0 0.0 0.0 0.26
C 0.39320 -2.87004 3.30706 0.1 -0.1 0.0 -0.57
O 1.72780 -2.58993 3.68944 -0.2 0.1 0.1 -0.43
C 2.02431 -1.19935 3.72324 0.4 -0.3 0.0 0.64
C 1.92484 -0.62180 5.11770 -0.3 0.3 -0.2 -0.85
O 0.59146 -0.69221 5.60129 0.1 -0.2 0.1 -0.18
C 0.36147 -1.77284 6.49088 0.0 0.1 0.1 -0.89
H 0.16492 -3.89038 3.61285 0.1 0.0 0.0 0.31
H -0.32083 -2.19480 3.78370 0.0 0.0 0.0 0.23
H 0.28778 -2.79747 2.21792 -0.1 0.0 0.0 0.19
H 1.36411 -0.65137 3.04252 0.0 0.0 0.0 -0.32
H 3.04717 -1.08180 3.35858 0.0 0.1 0.0 0.18
H 2.19090 0.43872 5.06199 0.0 0.0 0.0 0.36
H 2.62224 -1.10365 5.80935 0.0 -0.1 0.0 0.41
H 0.71982 -1.51922 7.49421 0.0 -0.1 0.0 0.29
H 0.84779 -2.68993 6.15406 0.0 0.0 0.0 0.38
H -0.71394 -1.94290 6.53604 0.0 0.1 0.0 0.27
C -1.20505 1.74317 5.00281 -0.1 0.0 0.2 -0.51
O -2.47396 2.16042 4.51971 0.2 0.1 -0.1 -0.41
C -2.37129 3.13131 3.49208 -0.3 -0.2 0.1 -0.73
C -2.44523 2.48386 2.12238 0.3 0.2 -0.2 -0.50
O -1.34306 1.61092 1.90265 -0.2 -0.1 0.0 -0.18
C -1.65867 0.25087 2.15392 0.1 0.0 -0.2 -0.40
H -1.33793 0.79305 5.50992 0.0 0.0 0.0 0.16
H -0.48855 1.60195 4.19236 0.0 0.0 0.0 0.16
H -0.80702 2.47361 5.71647 0.0 0.0 0.0 0.37
H -1.44349 3.70325 3.59219 0.0 0.0 0.0 0.32
H -3.20921 3.82590 3.60842 0.0 0.0 0.0 0.43
H -2.39388 3.26393 1.35560 0.0 0.0 0.0 0.36
H -3.39209 1.95091 1.99269 0.0 0.0 0.1 0.40
H -2.18834 -0.17918 1.29577 0.0 0.0 0.0 0.35
H -2.26680 0.13113 3.05193 0.0 0.0 0.0 0.48
H -0.72117 -0.28755 2.29338 0.0 0.0 0.0 -0.32
C -5.46496 1.85498 -2.40492 -0.1 -0.2 0.0 -0.69
O -5.16880 0.47376 -2.28882 -0.2 0.3 0.1 -0.38
C -4.52587 -0.06380 -3.43545 0.2 0.0 0.6 -0.85
C -3.02405 -0.14802 -3.26021 -2.8 -0.1 0.5 -0.04
O -2.42548 1.13364 -3.12336 -0.2 0.2 0.2 -0.57
C -2.18126 1.49551 -1.77369 0.1 0.1 0.0 -0.78
H -5.64537 2.24190 -1.40260 0.0 0.0 0.0 0.24
H -4.64158 2.41466 -2.85271 0.0 0.0 0.0 0.28
H -6.36933 1.99921 -3.00571 0.0 0.1 0.0 0.32
H -4.77660 0.52146 -4.32526 0.0 0.0 0.0 0.34
H -4.91694 -1.07548 -3.57778 0.0 0.0 0.0 0.36
H -2.59546 -0.60940 -4.15541 -1.7 0.0 0.9 0.66
H -2.77219 -0.78359 -2.40523 0.0 0.0 0.1 0.19
H -1.26996 1.00661 -1.41157 0.0 0.0 0.1 0.23
H -3.01633 1.23244 -1.12120 0.0 0.0 -0.1 0.39
H -2.03695 2.57456 -1.73695 0.1 0.0 0.0 0.34